1.
The following is a quantum chemistry calculation of a molecular structure, C2H3N4, from the Open Molecules 2025 dataset.

```
! RIJCOSX wB97M-V def2-TZVPD def2/J DEFGRID3
* xyz 1 1
N -1.03951 1.15012 -0.04733
N -0.36113 -0.95165 0.03703
N 1.30024 0.81909 0.05765
N -1.70570 -1.01695 0.05754
C -1.90565 0.22169 -0.12401
C 0.06659 0.35435 0.05734
H 0.16551 -2.70353 0.12173
H 1.42000 1.81268 0.22289
H 2.05964 0.31420 -0.38285
*
```


2.
The following is a quantum chemistry calculation of a gas-phase ion, C2H3N4 (charge +1), from the Open Molecules 2025 dataset.

```
! RIJCOSX wB97M-V def2-TZVPD def2/J DEFGRID3
* xyz 1 1
N 2.10236 -0.32249 -0.51320
N 0.12088 -0.16503 -0.13758
N 0.94249 -0.72571 -1.00399
N 2.21372 0.46289 0.46326
C -1.29002 0.03610 0.04756
C 0.98757 0.45397 0.67826
H -1.88142 0.32825 -0.81494
H -1.32295 0.79936 0.83378
H -1.87263 -0.86734 0.44685
*
```


3.
The following is a quantum chemistry calculation of a molecular structure, C2H3N4, from the Open Molecules 2025 dataset.

```
! RIJCOSX wB97M-V def2-TZVPD def2/J DEFGRID3
* xyz 1 1
N -0.17930 0.73407 0.28240
N 0.81101 0.96921 0.99486
N 1.74404 1.04047 1.61026
N 0.24694 0.29750 -1.08197
C -0.54100 -0.82898 -0.73692
C -0.97168 -0.43844 0.45043
H -1.61256 -0.75296 1.28473
H -0.61686 -1.74278 -1.28636
H 1.11941 0.72192 -1.51743
*
```


Relative to the most stable one, in kJ/mol, the structures come out at 1 179.8; 2 174.3; 3 0.0.


1.
The following is a quantum chemistry calculation of 2 unconnected molecules or ions with the total composition Cl3H7Si4, from the Open Molecules 2025 dataset.

```
! RIJCOSX wB97M-V def2-TZVPD def2/J DEFGRID3
* xyz 0 1
Cl 1.75508 -3.65399 0.58450
Cl -0.87840 -1.46208 1.64440
Cl 1.63929 -1.34949 -1.49896
Si -1.76741 1.02193 -1.24413
Si 0.37264 0.16577 1.88157
Si 1.78518 -3.41389 -1.42635
Si 0.16345 1.48554 0.00414
H -2.15664 2.12283 -2.16301
H 1.37469 1.35528 -0.83150
H 1.61356 -0.43254 2.03995
H 0.08812 0.79185 3.19907
H -0.01958 2.83347 0.29096
H -1.12355 -0.08117 -2.08874
H -2.84643 0.61650 -0.39190
*
```


2.
The following is a quantum chemistry calculation of a molecular structure, Cl3H7Si4, from the Open Molecules 2025 dataset.

```
! RIJCOSX wB97M-V def2-TZVPD def2/J DEFGRID3
* xyz 0 1
Cl -2.58805 0.75044 -2.93663
Cl 0.26981 -0.43273 -2.09549
Cl -0.25395 3.00260 -2.08867
Si 1.76700 -0.60789 -0.94801
Si -1.61294 1.50209 -1.38879
Si 0.34853 -1.10488 0.92812
Si -0.92017 0.55817 1.81163
H 1.81549 -2.11915 -1.15699
H 1.48154 -1.82510 1.68998
H 3.15806 0.01107 -1.10455
H -0.58664 0.22858 3.30042
H -0.26576 -2.34784 0.53370
H -0.27517 1.75475 1.71574
H -2.33775 0.62988 1.73954
*
```


Relative to the most stable one, in kJ/mol, the structures come out at 1 0.0; 2 179.8.


1.
The following is a quantum chemistry calculation of 2 unconnected molecules or ions with the total composition C2H4S3, from the Open Molecules 2025 dataset.

```
! RIJCOSX wB97M-V def2-TZVPD def2/J DEFGRID3
* xyz 0 1
S 4.07832 1.56366 -0.33436
S 4.35144 -1.43057 0.40632
S 0.05266 -0.80688 -1.41187
C 0.03099 -0.18508 0.29472
C 4.24578 0.06965 0.03858
H -0.61207 0.21618 -1.94858
H 0.48881 0.80055 0.32708
H -0.99131 -0.15564 0.65864
H 0.61838 -0.88755 0.88028
*
```


2.
The following is a quantum chemistry calculation of 2 unconnected molecules or ions with the total composition C2H4S3, from the Open Molecules 2025 dataset.

```
! RIJCOSX wB97M-V def2-TZVPD def2/J DEFGRID3
* xyz 0 1
S 1.01990 -1.71202 -0.21072
S 2.53423 0.91732 0.48602
S -2.25465 -0.92262 1.05879
C 1.42768 -0.18710 -0.22728
C 1.39660 1.14552 -0.85907
H -3.17790 -1.57103 0.31110
H 0.57300 1.80114 -0.63423
H -3.32773 -0.76634 2.03654
H 1.80887 1.29512 -1.96114
*
```


Relative to the most stable one, in kJ/mol, the structures come out at 1 0.0; 2 158.4.


1.
The following is a quantum chemistry calculation of BrH3P2 in the gas phase, from the Open Molecules 2025 dataset.

```
! RIJCOSX wB97M-V def2-TZVPD def2/J DEFGRID3
* xyz 0 1
Br 1.47416 1.76962 1.00256
P 0.96020 -0.57091 0.07761
P -1.02966 -0.08020 -0.14766
H 0.76907 -0.92319 1.32177
H -0.78531 0.84216 -1.27478
H -1.38846 -1.03748 -0.97950
*
```


2.
The following is a quantum chemistry calculation of 2 unconnected molecules or ions with the total composition BrH3P2, from the Open Molecules 2025 dataset.

```
! RIJCOSX wB97M-V def2-TZVPD def2/J DEFGRID3
* xyz 0 1
Br 2.88202 1.14391 -0.29842
P -0.34809 0.63004 -0.42719
P 1.44013 -0.48607 -0.02088
H 1.20977 -0.12688 2.33051
H -0.11898 0.70061 -1.80832
H -1.11571 -0.52934 -0.55973
*
```


Relative to the most stable one, in kJ/mol, the structures come out at 1 0.0; 2 168.1.


1.
The following is a quantum chemistry calculation of a molecular structure, C8H16O, from the Open Molecules 2025 dataset.

```
! RIJCOSX wB97M-V def2-TZVPD def2/J DEFGRID3
* xyz 0 1
O 0.58156 1.75486 0.30924
C 1.02131 -0.85273 -0.51285
C -0.78407 1.16806 -1.60168
C 1.78863 -1.08234 0.77426
C -2.51007 -0.42353 0.42140
C -1.15227 0.60297 2.26812
C -0.11259 0.93509 -0.27030
C -1.40540 0.16904 0.86440
C 1.91521 -0.40773 -1.65219
H -1.19836 0.25610 -2.02792
H -3.33001 -0.67189 1.09099
H 1.37837 -0.32830 -2.59834
H -0.04851 1.59201 -2.28538
H -0.17967 -0.34446 0.13301
H -2.00862 0.38239 2.91008
H 2.71841 -1.13636 -1.80394
H -1.58402 1.89686 -1.46934
H 2.20306 -0.13261 1.12522
H -0.27860 0.09162 2.68080
H -2.65858 -0.70033 -0.61571
H 0.41891 -1.72019 -0.80300
H 2.37823 0.55503 -1.42142
H 1.15990 -1.50121 1.56355
H 2.62130 -1.77414 0.61558
H -0.93410 1.67179 2.30541
*
```


2.
The following is a quantum chemistry calculation of 2 unconnected molecules or ions with the total composition C8H16O, from the Open Molecules 2025 dataset.

```
! RIJCOSX wB97M-V def2-TZVPD def2/J DEFGRID3
* xyz 0 1
O 2.28265 0.83865 1.69234
C -1.02154 -2.22181 -0.49101
C -0.93891 0.74366 -0.74680
C -0.77951 -2.43494 0.77799
C -0.11292 -1.49001 -1.41359
C -0.33904 1.46565 0.50551
C 0.00260 -0.15513 -1.44757
C 1.21719 0.49127 -1.98278
C -0.82915 0.94345 1.86504
H 0.06973 -2.12769 1.34285
H -0.72787 -0.15386 1.93502
H -0.42419 1.29756 2.83071
H -1.89271 -2.71446 -1.02377
H -1.73758 1.47032 2.07944
H 1.77936 0.22786 1.15310
H 0.71731 1.46422 0.54298
H 0.94110 1.44436 -2.58903
H -1.19914 1.39236 -1.59133
H -1.91926 0.46872 -0.46949
H 1.55533 -0.13052 -2.72076
H 2.17462 0.45863 -1.38065
H 0.66092 -2.15045 -1.94855
H 2.69687 1.52751 1.34536
H -1.45813 -3.14044 1.42783
H -0.71772 2.48510 0.30715
*
```


Relative to the most stable one, in kJ/mol, the structures come out at 1 56.3; 2 0.0.


1.
The following is a quantum chemistry calculation of 2 unconnected molecules or ions with the total composition C6H14NO2S, from the Open Molecules 2025 dataset.

```
! RIJCOSX wB97M-V def2-TZVPD def2/J DEFGRID3
* xyz 1 1
S 3.05241 0.00578 -0.66332
O 0.35485 -1.97670 0.35546
O 1.44637 1.10524 0.86803
N -0.77170 0.81252 0.03397
C 3.59550 -0.78498 0.63393
C -0.68608 2.14571 -0.59962
C -0.67445 -1.75144 -0.61450
C -2.08867 0.64258 0.61969
C 0.40739 0.54955 1.04956
C -0.53485 -0.29515 -1.10009
H -0.45705 -2.30340 -1.51801
H 0.43662 -2.86893 0.57186
H -1.35515 -0.21619 -1.95238
H -1.71192 -1.92729 -0.15287
H -2.28685 -0.39786 0.85620
H 3.15441 -1.03288 1.58056
H -1.09135 3.02263 0.07547
H 0.53873 0.01321 -1.31012
H 0.43102 2.40168 -0.81671
H -0.02480 -0.15996 1.77311
H -2.75440 0.75385 -0.26068
H -2.25505 1.26716 1.50578
H -1.36750 2.08077 -1.41646
H 4.64249 -1.08588 0.48115
*
```


2.
The following is a quantum chemistry calculation of a molecular structure, C6H14NO2S, from the Open Molecules 2025 dataset.

```
! RIJCOSX wB97M-V def2-TZVPD def2/J DEFGRID3
* xyz 1 1
S 0.49238 0.79927 -1.62721
O -1.24817 -1.67038 -0.41257
O 0.57852 1.74072 1.46223
N -0.78698 -0.12594 1.20905
C 0.90863 -1.77407 0.78331
C -0.33983 0.58816 -3.24442
C -0.42938 -1.17179 0.47099
C 1.63700 -0.55567 1.51511
C -1.92221 0.79858 0.80268
C 0.54954 0.42160 1.98555
H 1.11772 1.91796 0.70398
H 1.65930 2.06569 -1.85692
H 1.38896 -2.09581 -0.15263
H -0.74027 1.55990 -3.52718
H -0.88304 -2.53002 -0.65273
H 0.12715 0.45877 3.00086
H -2.80306 0.21621 0.39928
H 2.35053 -0.79649 2.22460
H -2.35126 1.29063 1.67221
H 0.37405 0.16824 -4.05366
H -1.49461 1.52967 0.13102
H 2.22444 -0.06651 0.79525
H -1.07443 -0.26307 -3.10953
H 0.66501 -2.50564 1.48073
*
```


Relative to the most stable one, in kJ/mol, the structures come out at 1 162.7; 2 0.0.